This record from OMol25 describes a 18-piece molecular cluster, C66H179N11O29 overall in a non-equilibrium geometry. The level of theory is ωB97M-V/def2-TZVPD.

Output
HOMO energy, eV: -8.094
Maximum force, eV/A: 3.6
Total energy, eV: -147097.60988
Net charge: 0
Spin multiplicity: 1

Each line ends with the Löwdin charge.
Atoms and positions in Å:
O1 1.578 -4.768 -0.667  -0.0599
H1 2.358 -4.226 -0.436  0.0251
H2 1.625 -5.488 0.002  0.0087
O2 3.626 0.183 1.874  -0.0636
H3 2.881 -0.469 1.916  0.0071
H4 4.145 -0.110 1.163  -0.0305
O3 -0.812 -2.689 3.662  -0.0463
H5 -1.114 -3.558 3.905  0.0066
H6 -1.114 -2.202 4.460  0.0337
O4 1.273 -1.665 1.863  -0.1003
H7 0.550 -1.784 2.506  0.0033
H8 0.740 -1.749 1.010  0.0155
O5 -7.423 1.118 2.001  -0.1105
H9 -7.258 0.216 1.688  -0.0298
H10 -6.910 1.732 1.404  0.0124
O6 -1.479 2.580 -5.774  -0.0235
H11 -1.444 3.224 -6.486  0.0120
H12 -0.656 2.434 -5.368  -0.0272
O7 0.497 1.371 -3.878  -0.0397
H13 -0.261 0.889 -4.208  0.0129
H14 0.614 1.190 -2.943  -0.0036
C1 -0.515 1.574 1.082  -0.0463
O8 -0.407 1.572 2.536  -0.2028
C2 0.821 2.177 2.967  -0.2150
C3 0.964 2.180 4.434  -0.1891
N1 0.588 0.818 4.866  -0.0388
C4 0.265 0.720 6.269  -0.2217
C5 -0.318 -0.689 6.591  -0.1467
O9 -1.492 -0.895 5.782  -0.2587
C6 -2.663 -0.151 5.883  -0.0849
H15 -0.485 2.595 0.759  0.0694
H16 -1.400 0.931 0.868  0.0755
H17 0.389 1.089 0.632  0.0749
H18 0.845 3.225 2.566  0.1411
H19 1.640 1.658 2.581  0.0802
H20 0.410 2.986 4.910  0.1112
H21 1.997 2.309 4.723  0.1169
H22 -0.137 0.468 4.267  0.0838
H23 -0.484 1.572 6.628  0.1364
H24 1.151 0.981 6.869  0.1147
H25 -0.531 -0.696 7.675  0.1252
H26 0.410 -1.401 6.237  0.0963
H27 -2.930 -0.114 6.924  0.0912
H28 -3.428 -0.707 5.383  0.0849
H29 -2.472 0.796 5.368  0.0822
C7 -5.055 3.057 4.870  -0.1137
O10 -5.003 3.286 3.480  -0.1919
C8 -4.241 2.246 2.842  -0.2296
C9 -4.067 2.573 1.409  -0.1693
N2 -5.333 2.646 0.598  -0.0290
C10 -5.139 2.424 -0.828  -0.1950
C11 -6.411 2.692 -1.673  -0.2081
O11 -6.763 4.010 -1.443  -0.2146
C12 -7.883 4.442 -2.092  -0.1408
H30 -5.507 3.974 5.315  0.1032
H31 -4.070 2.916 5.253  0.0580
H32 -5.599 2.143 5.180  0.0957
H33 -4.765 1.294 3.024  0.1052
H34 -3.249 2.149 3.334  0.1227
H35 -3.401 1.846 0.942  0.0992
H36 -3.517 3.538 1.386  0.1128
H37 -5.808 3.537 0.818  0.1048
H38 -4.977 1.347 -1.030  0.0971
H39 -4.229 2.952 -1.180  0.1027
H40 -7.208 1.938 -1.499  0.1096
H41 -6.037 2.683 -2.731  0.1399
H42 -7.671 4.647 -3.211  0.1145
H43 -8.365 5.344 -1.651  0.0955
H44 -8.680 3.700 -2.033  0.0811
C13 3.375 2.563 -5.104  -0.0326
O12 2.757 3.869 -5.475  -0.1911
C14 2.112 4.515 -4.376  -0.2715
C15 1.465 5.732 -4.843  -0.2085
N3 0.410 5.456 -5.839  -0.0309
C16 0.293 6.411 -6.892  -0.2404
C17 -0.952 6.174 -7.709  -0.2302
O13 -1.058 4.838 -8.198  -0.2072
C18 -2.339 4.489 -8.759  -0.1015
H45 4.225 2.759 -4.365  0.1028
H46 3.763 2.233 -6.058  0.0778
H47 2.619 1.924 -4.717  0.0398
H48 2.747 4.661 -3.468  0.1006
H49 1.370 3.776 -3.999  0.1075
H50 2.182 6.437 -5.182  0.1055
H51 1.079 6.246 -3.944  0.1168
H52 0.548 4.546 -6.228  0.0877
H53 1.213 6.535 -7.565  0.1425
H54 0.160 7.377 -6.401  0.1199
H55 -0.952 6.889 -8.548  0.1197
H56 -1.887 6.371 -7.092  0.1379
H57 -2.624 4.997 -9.697  0.0921
H58 -3.179 4.569 -8.024  0.0997
H59 -2.328 3.453 -8.948  0.0630
C19 -5.344 -4.679 2.385  -0.1488
O14 -5.869 -3.708 3.220  -0.1871
C20 -6.158 -2.549 2.408  -0.2055
C21 -7.537 -2.761 1.788  -0.1521
N4 -7.706 -1.555 0.860  -0.0624
C22 -7.456 -1.884 -0.569  -0.1789
C23 -7.347 -0.643 -1.345  -0.2284
O15 -8.156 -0.631 -2.528  -0.1779
C24 -7.536 -1.353 -3.550  -0.1184
H60 -5.402 -5.568 2.978  0.0787
H61 -4.279 -4.418 2.161  0.0852
H62 -5.991 -4.805 1.450  0.1079
H63 -5.411 -2.448 1.628  0.0945
H64 -6.155 -1.632 3.005  0.1267
H65 -8.325 -2.947 2.531  0.1319
H66 -7.595 -3.628 1.191  0.0753
H67 -8.647 -1.290 0.967  0.0945
H68 -8.244 -2.540 -0.852  0.1181
H69 -6.477 -2.403 -0.632  0.1346
H70 -6.319 -0.418 -1.605  0.1079
H71 -7.669 0.168 -0.752  0.0914
H72 -6.521 -0.999 -3.606  0.0629
H73 -8.088 -1.117 -4.500  0.1095
H74 -7.480 -2.436 -3.326  0.0933
C25 1.221 -6.608 -3.651  -0.0821
O16 0.710 -5.648 -4.594  -0.1781
C26 0.073 -4.535 -4.019  -0.2451
C27 -0.542 -3.770 -5.125  -0.2238
N5 -1.589 -2.934 -4.543  -0.0217
C28 -2.011 -1.863 -5.505  -0.1860
C29 -2.720 -0.706 -4.861  -0.2138
O17 -1.943 -0.279 -3.744  -0.2482
C30 -2.633 0.669 -2.967  -0.1003
H75 1.140 -7.570 -4.168  0.0879
H76 0.641 -6.647 -2.713  0.0834
H77 2.227 -6.377 -3.322  0.0649
H78 0.825 -3.942 -3.553  0.1048
H79 -0.676 -4.809 -3.297  0.1229
H80 -0.995 -4.464 -5.772  0.1074
H81 0.111 -3.233 -5.793  0.1163
H82 -1.025 -2.496 -3.833  0.0568
H83 -2.608 -2.267 -6.255  0.0948
H84 -1.112 -1.409 -6.054  0.1389
H85 -3.703 -1.053 -4.436  0.1241
H86 -2.962 0.089 -5.606  0.1336
H87 -2.142 0.713 -1.984  0.0931
H88 -3.719 0.473 -2.926  0.0802
H89 -2.556 1.665 -3.434  0.0853
C31 5.122 -7.881 -2.567  -0.0957
O18 4.495 -8.013 -1.300  -0.1683
C32 5.477 -8.000 -0.335  -0.2906
C33 4.940 -8.086 1.013  -0.1994
N6 4.016 -6.944 1.227  -0.0370
C34 3.448 -7.024 2.507  -0.2407
C35 2.234 -6.056 2.546  -0.1936
O19 1.264 -6.467 1.546  -0.2312
C36 0.028 -5.825 1.840  -0.0881
H90 4.441 -8.218 -3.285  0.0664
H91 6.074 -8.481 -2.676  0.1065
H92 5.415 -6.843 -2.757  0.0712
H93 5.871 -7.018 -0.366  0.1111
H94 6.114 -8.846 -0.590  0.1313
H95 5.754 -8.021 1.723  0.1242
H96 4.474 -9.051 1.247  0.1256
H97 3.283 -7.081 0.547  0.1001
H98 4.109 -6.763 3.348  0.1222
H99 2.974 -8.033 2.774  0.1400
H100 2.611 -4.986 2.413  0.1407
H101 1.754 -6.109 3.478  0.0791
H102 0.062 -4.741 1.919  0.0835
H103 -0.473 -6.382 2.715  0.1059
H104 -0.554 -6.073 0.960  0.0882
C37 4.950 -3.895 -2.405  -0.1025
O20 4.334 -3.139 -1.395  -0.2018
C38 4.920 -3.397 -0.116  -0.2007
C39 6.195 -2.578 0.133  -0.2032
N7 6.119 -1.145 -0.250  -0.0361
C40 7.410 -0.529 0.069  -0.2253
C41 7.384 0.899 -0.450  -0.2119
O21 7.058 0.944 -1.854  -0.2240
C42 8.155 0.551 -2.742  -0.0744
H105 4.670 -4.953 -2.340  0.0655
H106 6.072 -3.755 -2.346  0.1068
H107 4.668 -3.618 -3.393  0.0773
H108 5.101 -4.484 0.102  0.1248
H109 4.184 -3.041 0.568  0.0982
H110 7.053 -3.074 -0.289  0.0951
H111 6.384 -2.615 1.217  0.1241
H112 6.005 -1.022 -1.271  0.1153
H113 8.228 -1.117 -0.395  0.1149
H114 7.583 -0.576 1.129  0.1151
H115 8.359 1.418 -0.212  0.1360
H116 6.576 1.417 0.029  0.0950
H117 7.955 0.993 -3.730  0.0900
H118 8.229 -0.548 -2.808  0.0785
H119 9.135 0.862 -2.348  0.0852
C43 1.506 5.628 0.052  -0.0799
O22 0.329 4.855 -0.179  -0.2164
C44 -0.059 5.006 -1.546  -0.2112
C45 -1.324 4.187 -1.789  -0.1702
N8 -2.493 4.598 -1.027  -0.0367
C46 -2.918 5.975 -1.119  -0.2238
C47 -4.219 6.180 -0.457  -0.2372
O23 -4.058 5.999 0.940  -0.1858
C48 -5.268 6.074 1.684  -0.0849
H120 2.289 5.322 -0.668  0.0837
H121 1.795 5.471 1.053  0.0539
H122 1.317 6.697 -0.115  0.0957
H123 0.770 4.741 -2.186  0.0804
H124 -0.320 6.084 -1.607  0.1184
H125 -1.081 3.150 -1.562  0.1039
H126 -1.638 4.234 -2.820  0.1154
H127 -2.450 4.297 -0.073  0.0772
H128 -3.071 6.210 -2.175  0.1324
H129 -2.246 6.737 -0.723  0.1167
H130 -4.956 5.539 -0.900  0.0976
H131 -4.491 7.263 -0.655  0.1425
H132 -6.124 5.670 1.095  0.0942
H133 -5.506 7.112 1.914  0.0863
H134 -5.085 5.490 2.544  0.0566
C49 3.433 -1.860 4.363  -0.1010
O24 2.641 -2.518 5.335  -0.1804
C50 3.203 -3.795 5.649  -0.2447
C51 2.425 -4.482 6.665  -0.2286
N9 1.056 -4.622 6.139  -0.0541
C52 0.169 -5.432 6.981  -0.1925
C53 -0.845 -6.142 6.147  -0.2131
O25 -1.651 -5.149 5.451  -0.2103
C54 -2.679 -5.845 4.767  -0.1257
H135 2.960 -0.929 4.134  0.0592
H136 3.466 -2.434 3.448  0.0720
H137 4.420 -1.641 4.746  0.0883
H138 4.245 -3.689 5.969  0.1274
H139 3.170 -4.446 4.750  0.1144
H140 2.414 -4.048 7.669  0.1231
H141 2.838 -5.485 6.813  0.1209
H142 0.696 -3.715 5.842  0.0905
H143 -0.386 -4.754 7.640  0.1243
H144 0.945 -6.054 7.469  0.1247
H145 -1.511 -6.763 6.760  0.1208
H146 -0.398 -6.809 5.372  0.1225
H147 -3.169 -5.133 4.039  0.0836
H148 -3.426 -6.313 5.440  0.0946
H149 -2.271 -6.720 4.200  0.0834
C55 3.308 6.734 3.671  -0.0793
O26 3.703 5.752 2.679  -0.2255
C56 4.863 5.117 3.023  -0.2798
C57 5.442 4.439 1.794  -0.2136
N10 5.859 5.382 0.806  -0.0548
C58 6.574 4.875 -0.348  -0.2091
C59 5.760 4.065 -1.350  -0.2455
O27 4.663 4.685 -1.914  -0.1984
C60 4.867 5.920 -2.512  -0.1111
H150 2.185 6.887 3.636  0.1030
H151 3.868 7.679 3.494  0.0938
H152 3.553 6.369 4.686  0.0823
H153 4.619 4.391 3.851  0.1363
H154 5.541 5.880 3.450  0.1246
H155 4.726 3.663 1.416  0.1326
H156 6.313 3.953 2.215  0.1166
H157 5.102 5.933 0.474  0.0899
H158 7.382 4.222 0.062  0.1230
H159 7.099 5.750 -0.810  0.1212
H160 5.490 3.119 -0.835  0.1062
H161 6.497 3.768 -2.087  0.1146
H162 5.604 5.917 -3.359  0.1130
H163 5.197 6.710 -1.792  0.1023
H164 3.946 6.070 -3.010  0.0517
C61 2.180 2.004 -0.848  -0.0484
O28 1.350 0.998 -1.377  -0.2396
C62 1.892 -0.270 -1.637  -0.1737
C63 0.697 -1.241 -1.761  -0.1524
N11 -0.084 -1.426 -0.523  -0.0318
C64 -1.276 -2.310 -0.830  -0.1500
C65 -2.279 -2.389 0.313  -0.1749
O29 -2.937 -1.145 0.614  -0.1787
C66 -3.153 -0.879 1.952  -0.1258
H165 2.290 1.827 0.203  0.0651
H166 1.640 2.959 -0.857  0.0862
H167 3.134 2.063 -1.300  0.0841
H168 2.450 -0.663 -0.803  0.1098
H169 2.549 -0.270 -2.511  0.1339
H170 1.019 -2.248 -2.004  0.1030
H171 0.050 -0.881 -2.590  0.0987
H172 -0.570 -0.601 -0.163  0.0772
H173 -0.961 -3.290 -1.118  0.0985
H174 -1.802 -1.911 -1.735  0.1127
H175 -1.683 -2.688 1.151  0.0945
H176 -3.029 -3.133 0.088  0.1166
H177 -2.310 -0.412 2.355  0.0638
H178 -3.435 -1.777 2.541  0.0990
H179 -3.959 -0.190 1.999  0.0574